No. 1
The following is a DFT calculation (ωB97M-V with the def2-TZVPD basis set) of a 2-piece molecular cluster, C5H10O4 overall in a non-equilibrium geometry.

Each line ends with the Mulliken charge.
Positions of all 19 atoms, in Å:
C 1.9820 1.1445 -0.9827  -0.676
O 0.8356 1.1377 -0.1229  -0.345
C -0.2413 0.3996 -0.5322  0.494
O -0.0653 -0.6529 -1.3540  -0.559
C -1.5648 1.0543 -0.4817  -0.751
C -1.3969 0.0750 0.6716  -0.336
O -2.1989 -1.0530 0.5926  -0.524
H 2.7223 1.7589 -0.4800  0.246
H 2.3719 0.1304 -1.1150  0.280
H 1.7149 1.5829 -1.9481  0.312
H 0.3790 -1.3843 -0.8216  0.494
H -1.5647 2.1071 -0.2370  0.273
H -2.2675 0.7609 -1.2517  0.271
H -1.3507 0.5197 1.6585  0.447
H -1.7268 -1.7534 0.1156  0.405
C 0.5479 -1.4177 1.5621  -0.016
O 0.6990 -2.1802 0.6072  -0.564
H -0.0305 -1.7220 2.4490  0.291
H 1.1547 -0.5076 1.6704  0.258

- Energy relative to the best compared isomer or geometry (same formula, charge and spin): 3.907 eV
- Kohn-Sham gap: 9.089 eV
- Energy: -13533.9856 eV
- SMILES string: CO[C@]1(O)C[C@H]1O.C=O
- HOMO: -0.3166 Ha
- Lowest unoccupied orbital energy: 0.472 eV

No. 2
The following is a DFT calculation (ωB97M-V with the def2-TZVPD basis set) of C28H56O7 as an isolated structure in a non-equilibrium geometry.

Each line ends with the Mulliken charge.
Positions of all 91 atoms, in Å:
C 6.8939 7.1264 -8.7690  -0.969
C 7.0139 8.5809 -8.5856  -0.564
C 6.0002 8.9619 -7.5555  -0.934
O 5.1277 7.8751 -7.3851  0.331
C 5.4416 6.8743 -8.3597  -0.585
H 7.4837 6.6880 -7.9639  0.421
H 6.9844 6.7836 -9.7997  0.565
H 6.8386 9.0666 -9.5456  0.380
H 7.9310 8.9897 -8.1614  0.385
H 5.4718 9.8413 -7.9239  0.435
H 6.5504 9.1671 -6.6372  0.397
H 4.8566 6.9609 -9.2754  0.653
H 5.3547 5.8213 -8.0917  -0.022
C -0.3795 2.7626 -6.1371  -0.722
C 0.8494 2.0603 -6.6672  -0.829
C 1.7316 3.2058 -7.1070  -0.536
O 1.1330 4.4300 -6.7927  0.458
C -0.3111 4.2241 -6.6410  -0.582
H -0.5226 2.6679 -5.0607  0.235
H -1.3109 2.3590 -6.5344  0.474
H 0.6826 1.4997 -7.5870  0.325
H 1.3421 1.2907 -6.0730  0.327
H 1.7964 3.2234 -8.1950  0.220
H 2.7978 3.1276 -6.8946  0.429
H -0.8549 4.2908 -7.5834  0.335
H -0.7354 5.0637 -6.0903  0.200
C 2.7823 7.5375 -1.4648  -0.775
C 2.6648 8.7016 -2.3405  -0.600
C 3.2794 8.1579 -3.6599  0.926
O 4.1735 7.1350 -3.1593  -0.523
C 4.2131 7.0517 -1.7290  -0.592
H 2.1124 6.7664 -1.8453  0.259
H 2.5732 7.6481 -0.4007  0.449
H 3.3870 9.4279 -1.9677  0.337
H 1.6295 9.0242 -2.4508  0.290
H 3.8600 8.9730 -4.0918  -0.036
H 2.5025 7.6464 -4.2283  -0.308
H 4.8808 7.6872 -1.1472  0.246
H 4.1859 6.0045 -1.4276  0.361
C 3.2833 7.8145 -6.8761  0.762
C 3.0095 6.8325 -8.0274  0.090
C 2.6589 5.5228 -7.1616  2.867
O 2.0565 6.0735 -6.0030  -1.167
C 2.3634 7.3940 -5.7209  1.970
H 3.1670 8.8694 -7.1245  -0.050
H 4.3396 7.8607 -6.6111  -1.458
H 3.8513 6.6245 -8.6879  0.219
H 2.2128 7.1562 -8.6971  -1.146
H 3.4537 4.7900 -7.0219  -0.199
H 1.9488 5.0137 -7.8133  -2.116
H 2.8539 7.3630 -4.7480  -0.553
H 1.4224 7.9021 -5.5106  -1.225
C -0.5947 8.8699 -7.0940  0.055
C -0.4260 7.3829 -7.0350  0.774
C -0.4912 7.1322 -5.5295  -1.852
O -0.3567 8.3906 -4.9120  -0.540
C -0.0306 9.4023 -5.8445  -0.562
H -1.6529 9.1304 -7.0763  0.258
H -0.1261 9.2908 -7.9836  -0.056
H 0.5534 7.0403 -7.3688  -0.639
H -1.2629 6.9212 -7.5591  0.701
H 0.3162 6.5445 -5.0925  0.519
H -1.4519 6.6643 -5.3142  0.732
H 1.0214 9.6859 -5.8749  0.074
H -0.4375 10.3817 -5.5928  0.527
C 0.5438 5.9719 -9.8686  -0.750
C 1.1850 7.2664 -9.9869  0.306
C 0.0579 8.2351 -10.1234  -1.270
O -0.9692 7.6545 -9.2253  -0.551
C -0.8411 6.2048 -9.2376  0.524
H 1.1486 5.1942 -9.4022  -0.037
H 0.4399 5.5982 -10.8872  0.408
H 1.9250 7.2482 -10.7870  0.509
H 1.6249 7.3748 -8.9955  0.566
H -0.2615 8.3439 -11.1599  0.374
H 0.2429 9.2301 -9.7186  0.421
H -1.6137 5.6929 -9.8113  0.671
H -0.8211 5.8809 -8.1971  -0.701
C 5.6942 7.1554 -5.1812  1.412
C 6.2680 6.9562 -3.8077  -0.426
C 7.4867 6.0768 -4.0300  -0.727
O 7.7225 6.1678 -5.4352  -0.537
C 6.9190 7.1218 -6.0615  0.467
H 5.0043 7.9839 -5.3416  0.144
H 5.0328 6.3254 -5.4295  0.029
H 5.5255 6.5356 -3.1297  0.039
H 6.6454 7.9244 -3.4785  0.360
H 7.2025 5.0938 -3.6543  0.352
H 8.3314 6.3309 -3.3898  0.308
H 6.7424 6.7708 -7.0782  -0.909
H 7.3793 8.0970 -6.2201  0.169

- Energy relative to the best compared isomer or geometry (same formula, charge and spin): 29.559 eV
- Kohn-Sham gap: 6.888 eV
- Energy: -44243.9145 eV
- HOMO: -0.2345 Ha
- Lowest unoccupied orbital energy: 0.506 eV